{
  "formula": "C4H12NO2",
  "method": "ωB97M-V/def2-TZVPD",
  "symbols": ["C", "C", "N", "C", "C", "O", "H", "H", "H", "H", "H", "H", "H", "H", "H", "H", "H", "H", "O"],
  "xyz": [[1.692002, 0.808937, -2.183927], [0.249761, 0.977217, -1.657290], [-0.032274, 0.408361, -0.380919], [0.428573, 1.056990, 0.829294], [-0.003550, 0.180426, 2.024441], [-0.254327, -1.121668, 1.715540], [1.800208, 1.455246, -3.054694], [1.782294, -0.199408, -2.599073], [2.486391, 0.901389, -1.442165], [-0.039422, 2.030971, -1.614618], [-0.381079, 0.424277, -2.350837], [-0.219782, -0.549479, -0.128765], [0.020540, 2.089291, 0.887448], [1.516612, 1.280644, 0.762760], [0.756565, 0.271777, 2.839967], [-0.883572, 0.688248, 2.503453], [-1.482193, -2.596462, 0.378756], [-2.058948, -1.277546, 0.178792], [-2.057240, -2.142296, -0.249826]],
  "forces_ev_per_angstrom": [[-0.431, -0.524, -0.470], [0.225, -1.152, 0.732], [-0.249, 1.219, 1.079], [0.452, 0.793, -1.180], [-0.240, -0.476, 1.099], [0.006, 0.211, -0.275], [0.480, 0.375, 0.088], [0.029, -0.100, 0.200], [-0.145, 0.451, -0.036], [0.018, 0.130, -0.268], [-0.274, 0.377, -0.401], [0.184, -0.667, -0.541], [-0.275, -0.262, 0.140], [0.071, -0.540, 0.335], [0.223, 0.165, -0.239], [-0.109, 0.002, -0.299], [0.195, 0.091, 0.050], [0.143, 0.197, 0.054], [-0.303, -0.288, -0.068]],
  "lumo_energy_ev": 4.0,
  "de_lowest_kj_mol": 101.72,
  "homo_energy_ev": -2.74,
  "charge": -1,
  "total_energy_ha": -364.8168,
  "multiplicity": 1
}